Record 1
15
Properties=species:S:1:pos:R:3:forces:R:3:lowdin_charge:R:1 method="wB97M-V/def2-TZVPD" de_lowest_kcal_mol=17.0 e_homo_ev=-9.49 homo_lumo_gap_ev=9.878
C 0.258 -1.272 0.031 -2.171 -3.068 -0.548 -0.09
H 1.719 2.255 0.063 0.780 1.668 0.053 0.08
H -0.152 -2.398 0.120 0.673 2.849 -0.520 0.16
H -2.565 -1.416 -0.110 1.086 -0.434 -0.156 0.08
C -0.053 1.111 0.045 -0.349 -0.415 -1.977 -0.06
H 3.201 0.318 0.067 0.873 -0.050 0.143 0.09
C 1.318 1.300 0.060 -0.401 -2.718 0.893 -0.06
H -2.979 1.381 0.080 -0.689 -1.628 0.282 0.05
C -0.584 -0.171 -0.111 -2.779 -0.156 1.705 -0.18
N -3.282 0.342 0.093 4.434 1.243 -0.955 0.05
C -2.189 -0.391 -0.086 -1.446 0.613 0.780 -0.16
C 1.614 -1.116 -0.014 1.728 -0.294 0.495 -0.11
H 2.284 -1.998 -0.154 -0.660 0.840 0.490 0.12
C 2.155 0.156 0.126 -1.171 0.994 -1.215 -0.07
H -0.746 1.899 -0.208 0.091 0.556 0.531 0.10

Record 2
128
Properties=species:S:1:pos:R:3:forces:R:3:lowdin_charge:R:1 method="wB97M-V/def2-TZVPD" total_charge=+1 e_homo_ev=-11.29 homo_lumo_gap_ev=8.143
H -9.497 1.936 -4.181 -0.017 -0.020 0.009 0.08
H 1.710 -7.920 7.907 -0.015 0.015 0.000 0.07
H 1.382 -3.642 0.583 -0.016 0.021 -0.091 0.12
H -5.782 4.850 0.168 0.023 -0.016 -0.009 0.07
Cl -3.100 -11.798 -0.285 0.002 0.001 -0.010 0.57
H 1.259 -5.401 2.437 0.120 0.173 0.153 0.17
C -1.827 12.137 -3.945 0.008 0.033 0.004 -0.65
C -1.444 -11.315 0.142 -0.005 -0.022 -0.017 -0.67
H 2.049 -11.253 2.187 -0.100 -0.209 -0.246 0.06
H 0.310 3.188 -2.629 -0.043 -0.028 -0.052 0.11
C 1.090 3.790 -3.107 0.092 0.054 -0.014 -0.22
C 2.565 3.310 -1.077 0.298 0.329 -0.311 -0.20
H 1.195 -1.399 0.695 -0.078 -0.092 -0.003 0.11
H 2.447 -8.325 0.302 0.047 -0.007 -0.046 0.13
H 1.007 3.608 -4.182 0.015 0.030 -0.027 0.11
C -2.681 6.009 -4.369 0.180 -0.187 0.252 -0.23
H -2.399 13.015 -3.649 -0.026 -0.012 -0.019 0.07
H -0.404 -9.874 1.318 0.012 0.020 -0.034 0.03
O 2.151 -10.503 1.585 -0.107 0.112 0.511 -0.36
C -0.204 5.904 -3.740 -0.063 0.043 0.350 -0.21
O 3.525 -4.086 5.048 -0.040 -0.097 0.082 0.20
H -0.815 12.226 -3.559 0.003 -0.028 0.000 0.07
H -8.309 2.850 -3.240 -0.002 -0.006 0.000 0.02
H 1.795 -5.812 0.197 -0.088 -0.098 0.129 0.16
N 2.146 -5.855 2.224 0.248 -0.476 -0.142 0.01
C 0.739 2.580 2.008 0.082 -0.075 0.429 -0.21
C 2.562 -5.377 0.841 -0.017 0.133 -0.314 -0.18
H 1.318 -2.947 2.922 0.063 -0.053 0.030 0.09
H 0.482 -7.455 5.882 0.008 0.004 0.020 0.04
H 2.818 -3.679 -0.383 0.057 -0.102 -0.030 0.14
C 3.107 3.625 1.912 0.128 0.192 0.147 -0.19
H 4.004 4.893 -1.237 0.087 0.072 0.068 0.11
Cl 3.269 -9.340 3.996 0.015 -0.008 0.175 0.29
H 0.854 -7.372 1.567 -0.014 0.051 -0.026 0.13
Cl 0.227 -9.328 9.047 -0.030 -0.013 -0.022 0.57
Cl -4.960 6.656 -1.088 -0.046 -0.024 0.066 0.58
H -2.076 -10.146 1.841 -0.041 0.019 -0.033 0.07
H 3.606 -2.119 1.098 0.074 -0.025 -0.002 0.13
H 3.316 -6.613 3.795 0.071 -0.034 -0.029 0.11
H -4.516 3.909 -1.810 0.006 0.035 -0.036 0.07
C -3.780 8.123 -5.267 0.199 -0.076 0.188 -0.11
H 3.292 2.616 1.533 0.007 -0.024 0.011 0.09
O 4.060 -7.293 1.098 -0.169 0.336 0.532 -0.15
H 5.206 -4.448 -0.161 -0.053 0.059 0.033 0.10
H -1.470 12.936 -5.894 0.023 -0.007 0.006 0.07
C -5.955 5.195 -0.850 -0.028 -0.008 -0.005 -0.64
C 3.885 -6.046 0.424 0.093 -0.069 -0.276 -0.31
H 4.082 -5.290 2.942 -0.008 -0.002 -0.119 0.11
H 2.916 0.152 2.313 0.086 -0.029 -0.140 0.11
H 2.616 2.276 -0.732 -0.207 0.025 0.183 0.09
C -1.829 12.010 -5.447 -0.010 0.047 -0.024 -0.66
H 1.211 4.662 1.932 0.015 0.054 0.048 0.10
H -0.885 -11.186 -0.781 -0.013 0.015 -0.007 0.07
H 2.602 2.285 -2.987 0.143 0.028 -0.070 0.10
H -4.710 8.558 -4.906 -0.042 0.042 -0.076 0.07
H 2.064 0.693 0.886 0.020 -0.026 -0.027 0.09
H -1.004 -12.133 0.711 -0.017 0.004 0.019 0.07
C 3.570 4.654 0.859 0.134 -0.064 -0.052 -0.20
H 0.778 -4.430 4.284 -0.013 0.127 0.088 0.11
H -3.604 5.439 -4.242 0.001 0.061 -0.140 0.05
H 0.764 2.409 0.930 -0.161 0.050 -0.028 0.09
C 1.641 3.759 2.372 -0.039 -0.070 -0.327 -0.20
C 1.920 0.265 1.878 -0.072 0.064 0.096 -0.19
C 5.171 -5.256 0.568 0.119 -0.058 0.008 0.00
H -0.165 6.987 -3.607 0.043 0.036 -0.168 0.11
H 4.650 3.419 -0.528 0.070 0.048 -0.085 0.11
H 1.664 3.774 -0.669 -0.061 -0.124 0.071 0.10
H -0.280 2.848 2.294 -0.070 -0.007 -0.161 0.11
C -1.621 5.430 -3.427 -0.097 0.011 -0.157 -0.22
C 1.123 1.276 2.741 0.213 0.042 -0.259 -0.18
H 2.559 -1.753 3.356 -0.219 -0.094 0.224 0.12
H 0.219 0.795 3.115 0.005 -0.038 0.051 0.10
H -6.998 5.482 -0.954 0.008 0.024 -0.021 0.07
O 1.417 -4.834 4.884 -0.078 -0.209 -0.045 0.10
H -7.503 0.577 -3.970 0.029 0.025 0.018 0.07
Cl -2.582 10.723 -3.168 0.007 0.067 0.085 0.59
H 2.855 5.478 0.800 -0.049 -0.011 0.047 0.11
H 1.642 -7.727 3.085 0.154 0.061 0.124 0.07
C 2.878 -8.051 1.274 0.280 -0.122 -0.096 -0.47
H 5.999 -5.928 0.349 0.001 -0.016 -0.039 0.10
H -4.018 7.376 -6.025 -0.117 0.000 -0.015 0.07
C -1.422 -10.060 0.977 0.013 -0.058 0.059 -0.66
C -8.138 0.707 -3.095 -0.020 0.000 -0.075 -0.64
H -2.035 8.027 -3.988 0.009 0.028 -0.011 0.06
H -3.199 8.904 -5.757 -0.061 0.057 -0.031 0.03
H 4.514 5.091 1.189 -0.015 0.087 -0.013 0.10
Cl -10.140 2.156 -1.932 0.009 0.012 0.009 0.54
H -3.521 7.575 -3.182 0.076 0.018 0.014 0.04
C -2.971 7.485 -4.120 -0.085 0.002 -0.304 -0.29
H -6.121 3.187 -1.582 0.011 0.068 0.050 0.00
H 1.729 1.543 3.609 -0.123 -0.036 0.134 0.11
Cl -1.174 -9.118 5.939 0.025 0.009 -0.053 0.53
H 3.232 3.929 -3.059 0.050 -0.028 -0.023 0.10
C 2.451 -3.873 0.625 -0.127 0.106 0.303 -0.11
H 3.762 -6.252 -0.647 -0.025 -0.045 -0.005 0.16
Cl -0.750 10.704 -6.005 -0.005 -0.010 -0.005 0.54
H -0.626 -7.237 7.247 -0.032 -0.033 0.011 0.07
C -5.587 4.104 -1.822 0.028 -0.031 0.025 -0.64
H 5.344 -4.838 1.556 0.001 0.000 0.028 0.08
H 3.849 -3.371 2.267 0.015 -0.084 -0.048 0.09
H 0.250 -1.080 2.137 -0.060 0.046 -0.106 0.11
C 2.453 3.302 -2.618 -0.249 -0.208 0.186 -0.21
P 3.517 -9.681 1.961 0.148 0.065 -0.350 0.70
H 1.788 5.823 -2.911 0.029 -0.006 -0.023 0.11
C 2.715 -4.729 4.468 0.048 0.303 -0.153 -0.49
C 3.141 -5.643 3.331 -0.071 -0.005 0.278 0.00
C 3.781 4.083 -0.540 -0.230 -0.253 -0.032 -0.21
H -8.775 -0.166 -2.982 -0.009 0.011 0.038 0.07
C 2.034 -2.216 2.520 0.214 0.133 -0.253 -0.20
H 1.597 3.894 3.455 -0.008 0.031 0.025 0.11
C 1.268 -1.127 1.750 0.017 0.021 0.211 -0.19
Cl -6.034 4.523 -3.501 -0.091 -0.031 0.008 0.58
Cl -1.950 -8.627 0.043 0.143 0.050 0.082 0.53
Cl -7.060 0.764 -1.669 -0.016 -0.119 0.007 0.55
H -2.349 5.859 -5.401 -0.026 0.038 -0.038 0.11
C -0.039 -7.965 6.692 0.038 0.057 -0.023 -0.67
H 3.757 3.740 2.781 -0.018 -0.098 0.051 0.10
C 0.846 5.275 -2.823 -0.210 -0.122 -0.071 -0.21
C 3.087 -2.909 1.645 -0.055 0.217 -0.061 -0.17
H -1.873 5.715 -2.399 0.021 -0.079 0.052 0.11
H -1.657 4.338 -3.481 0.002 -0.021 0.043 0.10
H -2.826 11.796 -5.823 0.003 -0.032 0.006 0.07
H 0.494 5.393 -1.794 0.165 0.101 0.067 0.11
H 0.033 5.680 -4.784 0.034 0.072 -0.043 0.12
C -8.946 1.970 -3.243 0.008 0.028 -0.017 -0.66
H 1.473 -9.458 7.059 -0.029 -0.015 -0.004 0.06
C 1.808 -7.318 2.093 -0.654 -0.127 -0.381 -0.11
C 0.968 -8.648 7.582 0.092 0.003 0.029 -0.68